A | 2 unconnected molecules or ions with the total composition C5H13N2O. Source: OMol25; level of theory: ωB97M-V with the def2-TZVPD basis set.

Summary:
gap between HOMO and LUMO = 7.2 eV

The geometry in ORCA input format:
```
! RIJCOSX wB97M-V def2-TZVPD def2/J DEFGRID3
* xyz 1 1
C -1.5413 -1.0271 0.1661
C -1.3731 0.1903 1.1825
C -0.5140 1.1760 0.5358
C 0.8969 1.1595 0.8835
N 1.7933 0.2627 0.1621
C 1.8549 1.7614 -0.1228
N -0.4302 -1.9605 0.0873
H -2.4084 -1.5992 0.4945
H -1.8259 -0.6152 -0.8027
H -2.3693 0.5510 1.4447
H -0.9012 -0.2040 2.0830
H -0.7760 2.0277 -0.0872
H 1.1277 1.4267 1.9138
H 1.6357 1.9403 -1.1670
H 2.7371 2.2384 0.2802
H -0.6332 -2.7494 0.6825
H 0.4473 -1.5805 0.3887
H -0.1894 -1.1847 -1.8917
H 0.5732 -1.0088 -3.2267
H 1.3848 -0.1118 -0.7067
O 0.5112 -0.6927 -2.2996
*
```

***

B | A gas-phase ion, C5H13N2O (charge +1). Source: OMol25; level of theory: ωB97M-V with the def2-TZVPD basis set.

Summary:
gap between HOMO and LUMO = 10.0 eV

The geometry in ORCA input format:
```
! RIJCOSX wB97M-V def2-TZVPD def2/J DEFGRID3
* xyz 1 1
C 1.0725 -1.5536 -1.9312
N 0.1051 -1.7366 -0.8467
C -0.8873 -0.7112 -0.6478
C -0.6374 0.1614 0.6251
N 0.7128 -0.2215 1.2040
C -0.5181 1.6470 0.3230
C -0.4949 2.4755 1.5915
O 0.2265 2.1430 2.4914
H 1.1408 -0.5014 -2.1821
H 1.9924 -2.0017 -1.6838
H 0.7605 -2.0824 -2.8414
H -0.2641 -2.6570 -0.6960
H -1.8279 -1.2071 -0.3936
H -1.0785 -0.0705 -1.5079
H -1.2843 -0.0299 1.4775
H 0.8373 0.3262 2.0620
H 0.8082 -1.2267 1.3435
H 1.4362 0.0464 0.5444
H 0.3580 1.9120 -0.2520
H -1.3026 1.9381 -0.3851
H -1.1550 3.3500 1.7051
*
```

***

From most stable to least stable, the computed energies give B, A.

***

A | 2 unconnected molecules or ions with the total composition C6H10N2O. Source: OMol25; level of theory: ωB97M-V with the def2-TZVPD basis set.

Summary:
gap between HOMO and LUMO = 10.4 eV

The geometry in ORCA input format:
```
! RIJCOSX wB97M-V def2-TZVPD def2/J DEFGRID3
* xyz 0 1
C 1.1889 -1.4532 0.0418
C 0.7257 -1.7829 1.3106
N -0.5803 -1.7984 1.6105
C -1.4106 -1.4761 0.6106
N -1.0793 -1.1436 -0.6434
C 0.2328 -1.1360 -0.9164
H 2.2615 -1.4438 -0.1929
H 1.4177 -2.0454 2.1217
H -2.4831 -1.4855 0.8453
H 0.5182 -0.8649 -1.9414
C 0.3705 1.4483 0.7376
O 0.6780 1.4453 -0.6423
C -0.4630 1.7831 -1.4056
H 1.2887 1.1801 1.2866
H -0.4130 0.7111 0.9810
H 0.0354 2.4428 1.0771
H -1.2821 1.0602 -1.2538
H -0.8337 2.7919 -1.1577
H -0.1720 1.7668 -2.4694
*
```

***

B | A molecular structure, C6H10N2O. Source: OMol25; level of theory: ωB97M-V with the def2-TZVPD basis set.

Summary:
gap between HOMO and LUMO = 9.8 eV

The geometry in ORCA input format:
```
! RIJCOSX wB97M-V def2-TZVPD def2/J DEFGRID3
* xyz 0 1
C -0.2812 1.2153 -1.9516
C 0.7082 2.4775 0.7752
C 0.3521 0.2056 -1.3357
C 0.3591 -1.6550 1.7740
C -1.2480 -1.6873 -0.0557
C 0.6026 -0.0131 0.0736
N 0.0239 1.4460 1.0300
N -0.1155 -1.1698 0.6333
O 1.3628 -1.2696 2.3133
H -0.4715 1.3244 -2.9794
H -0.8588 1.9544 -1.5646
H 0.3899 3.3062 1.3372
H 1.7182 2.4080 0.4432
H 0.6866 -0.5827 -2.0420
H -0.2549 -2.5635 2.0832
H -1.0996 -2.6899 -0.2575
H -2.2349 -1.5352 0.4448
H -1.2820 -1.0913 -1.0150
H 1.6430 -0.0800 0.2937
*
```

***

From most stable to least stable, the computed energies give A, B.

***

A | A molecular structure, C6H10N2O. Source: OMol25; level of theory: ωB97M-V with the def2-TZVPD basis set.

Summary:
gap between HOMO and LUMO = 8.7 eV

The geometry in ORCA input format:
```
! RIJCOSX wB97M-V def2-TZVPD def2/J DEFGRID3
* xyz 0 1
C -0.6900 0.2297 -0.2967
C -0.6386 -1.1266 0.4231
C -1.5228 1.3185 0.2951
C -0.2768 0.2410 -1.6353
N 0.6979 -1.5447 0.8438
C 1.7682 -0.7258 0.3362
C 1.2864 0.8672 0.6643
O 2.0043 -0.8313 -0.9541
N 1.4357 1.9316 1.0935
H 0.7549 -1.6088 1.8539
H -1.0259 -1.8839 -0.2632
H -1.2989 -1.1020 1.2941
H 2.6658 -0.7749 0.9624
H -1.3584 1.4307 1.3656
H -1.3361 2.2733 -0.1914
H -2.5715 1.0444 0.1397
H -0.3913 1.1638 -2.1919
H -0.5101 -0.6572 -2.2051
H 1.0073 -0.2449 -1.5340
*
```

***

B | A single C6H10N2O molecule. Source: OMol25; level of theory: ωB97M-V with the def2-TZVPD basis set.

Summary:
gap between HOMO and LUMO = 9.6 eV

The geometry in ORCA input format:
```
! RIJCOSX wB97M-V def2-TZVPD def2/J DEFGRID3
* xyz 0 1
H 1.4945 -1.9782 0.4951
N 1.0424 -2.6055 -0.1819
C 0.0995 -2.0394 -0.8396
C -0.8037 -0.7618 -0.3446
N -2.0411 -0.8493 -0.6198
H -2.6002 -0.0215 -0.4036
C 0.0227 0.4137 0.0990
C -0.5596 1.7423 -0.4068
C 0.1395 0.4224 1.6318
C 1.3848 0.2308 -0.5969
O 2.4358 0.0801 0.0235
H -0.4110 -2.5973 -1.6403
H -0.7510 1.7082 -1.4847
H -1.5013 1.9910 0.0937
H 0.1467 2.5593 -0.2232
H 0.1689 -0.5965 2.0299
H 1.0493 0.9306 1.9649
H -0.7022 0.9520 2.0908
H 1.3862 0.4191 -1.6872
*
```

***

C | A single C6H10N2O molecule. Source: OMol25; level of theory: ωB97M-V with the def2-TZVPD basis set.

Summary:
gap between HOMO and LUMO = 9.2 eV

The geometry in ORCA input format:
```
! RIJCOSX wB97M-V def2-TZVPD def2/J DEFGRID3
* xyz 0 1
C 2.3090 1.4110 -0.5596
C 2.2909 0.4874 0.3515
C 1.2021 -0.1166 1.2068
C -0.0203 -0.4440 0.5740
C -0.8922 -1.5330 1.1824
N -0.2075 -0.1312 -0.8454
C -1.3292 0.2615 -1.5026
N -2.4752 0.1380 -0.6927
O -1.5137 0.3422 -2.6712
H 1.3924 2.1890 -0.5188
H 3.2723 1.7585 -1.1754
H 3.2404 0.0790 0.6107
H 1.2223 -0.4176 2.3330
H -2.0559 -1.2468 1.5204
H -0.3371 -1.9675 2.1355
H -1.0860 -2.4190 0.5559
H 0.8064 0.4200 -1.1169
H -3.1834 0.3179 -1.4793
H -2.6354 0.8711 0.0916
*
```

***

D | 2 unconnected molecules or ions with the total composition C6H10N2O. Source: OMol25; level of theory: ωB97M-V with the def2-TZVPD basis set.

Summary:
gap between HOMO and LUMO = 9.7 eV

The geometry in ORCA input format:
```
! RIJCOSX wB97M-V def2-TZVPD def2/J DEFGRID3
* xyz 0 1
C 2.1475 1.1126 0.3014
C 1.4920 0.5614 1.3402
N 1.1865 -0.7706 0.9502
C 1.8635 -0.9139 -0.2283
N 2.4362 0.2150 -0.6118
H 2.6228 2.0971 0.2605
H 1.2834 0.9632 2.2764
H 0.5476 -1.3915 1.4031
H 1.7702 -1.8472 -0.9021
C -2.2562 0.0307 0.6500
C -1.4693 -0.6670 -0.4737
C -0.8620 0.2141 -1.5767
O -1.2469 -1.8568 -0.5083
H -1.6443 0.8175 0.9602
H -2.3377 -0.6574 1.4313
H -3.1583 0.4368 0.1818
H -0.4635 -0.2033 -2.5036
H -1.7253 0.8826 -1.7457
H -0.1864 0.9766 -1.2049
*
```

***

From most stable to least stable, the computed energies give D, B, C, A.